{
  "formula": "C37H103N13O17",
  "method": "ωB97M-V/def2-TZVPD",
  "max_force_ev_per_a": 5.59,
  "multiplicity": 1,
  "smiles": "COCCNCCOC.COCCNCCOC.COCCNCCOC.COCCNCCOC.COCCNCCOC.NC(N)=O.NC(N)=O.NC(N)=O.NC(N)=O.CO.CO.CO",
  "homo_energy_ev": -8.52,
  "charge": 0,
  "mol_weight_g_mol": 1002.30,
  "energy_ev": -94205.0882,
  "species": ["C", "O", "C", "C", "N", "C", "C", "O", "C", "H", "H", "H", "H", "H", "H", "H", "H", "H", "H", "H", "H", "H", "H", "H", "C", "O", "C", "C", "N", "C", "C", "O", "C", "H", "H", "H", "H", "H", "H", "H", "H", "H", "H", "H", "H", "H", "H", "H", "C", "O", "C", "C", "N", "C", "C", "O", "C", "H", "H", "H", "H", "H", "H", "H", "H", "H", "H", "H", "H", "H", "H", "H", "C", "O", "C", "C", "N", "C", "C", "O", "C", "H", "H", "H", "H", "H", "H", "H", "H", "H", "H", "H", "H", "H", "H", "H", "C", "O", "C", "C", "N", "C", "C", "O", "C", "H", "H", "H", "H", "H", "H", "H", "H", "H", "H", "H", "H", "H", "H", "H", "N", "C", "N", "O", "H", "H", "H", "H", "N", "C", "N", "O", "H", "H", "H", "H", "N", "C", "N", "O", "H", "H", "H", "H", "N", "C", "N", "O", "H", "H", "H", "H", "C", "O", "H", "H", "H", "H", "C", "O", "H", "H", "H", "H", "C", "O", "H", "H", "H", "H"],
  "coordinates": [[-9.844, 3.045, 4.038], [-9.474, 2.776, 2.698], [-10.453, 2.188, 1.852], [-11.188, 0.795, 2.144], [-10.150, -0.277, 2.090], [-10.713, -1.555, 2.724], [-10.717, -1.545, 4.270], [-9.577, -0.965, 4.912], [-9.909, -0.767, 6.283], [-10.320, 2.272, 4.641], [-10.475, 3.933, 3.988], [-8.903, 3.174, 4.572], [-10.028, 2.058, 0.857], [-11.297, 2.868, 1.740], [-11.842, 0.727, 1.275], [-11.771, 0.786, 3.065], [-9.443, 0.007, 2.753], [-10.037, -2.282, 2.276], [-11.718, -1.828, 2.400], [-10.954, -2.533, 4.666], [-11.616, -1.000, 4.559], [-10.765, -0.109, 6.427], [-8.977, -0.431, 6.739], [-9.963, -1.753, 6.744], [-4.641, 11.038, 6.213], [-3.986, 10.199, 5.259], [-3.352, 9.073, 5.907], [-2.476, 8.435, 4.816], [-1.186, 8.973, 4.494], [-0.142, 8.989, 5.548], [1.090, 9.980, 5.634], [2.267, 9.536, 4.952], [2.641, 10.212, 3.743], [-3.913, 11.517, 6.867], [-5.250, 10.547, 6.972], [-5.255, 11.792, 5.720], [-3.935, 8.280, 6.375], [-2.700, 9.432, 6.704], [-3.041, 8.417, 3.884], [-2.393, 7.376, 5.061], [-1.405, 9.953, 4.391], [0.155, 7.966, 5.780], [-0.616, 9.200, 6.507], [1.189, 10.104, 6.712], [0.775, 11.010, 5.472], [3.311, 9.547, 3.198], [3.079, 11.175, 4.010], [1.880, 10.516, 3.025], [6.998, -5.487, 2.834], [6.630, -6.536, 1.893], [7.200, -7.859, 2.143], [6.846, -8.885, 1.061], [5.437, -9.038, 0.804], [4.661, -9.235, 2.040], [3.259, -8.598, 1.905], [3.319, -7.196, 2.109], [2.862, -6.767, 3.425], [6.608, -4.486, 2.645], [8.067, -5.352, 2.998], [6.559, -5.759, 3.794], [7.048, -8.213, 3.163], [8.289, -7.846, 2.090], [7.243, -9.875, 1.288], [7.370, -8.652, 0.134], [4.947, -8.325, 0.282], [5.196, -8.842, 2.905], [4.495, -10.278, 2.306], [2.574, -9.137, 2.559], [3.061, -8.853, 0.863], [3.411, -5.896, 3.782], [3.080, -7.575, 4.123], [1.773, -6.819, 3.422], [-2.914, -6.568, -3.846], [-2.934, -7.085, -5.148], [-2.629, -6.073, -6.155], [-2.615, -6.920, -7.493], [-1.489, -7.790, -7.300], [-1.332, -9.009, -8.222], [-1.556, -8.777, -9.679], [-2.714, -8.122, -10.024], [-3.909, -8.856, -9.953], [-3.820, -5.965, -3.786], [-2.072, -6.064, -3.372], [-3.063, -7.407, -3.166], [-1.763, -5.410, -6.152], [-3.483, -5.399, -6.200], [-2.744, -6.243, -8.337], [-3.523, -7.515, -7.598], [-1.695, -8.242, -6.421], [-2.203, -9.614, -7.969], [-0.444, -9.573, -7.936], [-1.563, -9.630, -10.357], [-0.805, -8.049, -9.986], [-4.634, -8.253, -10.500], [-4.403, -8.996, -8.991], [-3.829, -9.807, -10.480], [-2.621, 0.514, 1.987], [-1.280, 0.513, 1.415], [-0.759, -0.779, 1.079], [0.353, -0.669, 0.048], [1.579, -0.210, 0.573], [2.742, -1.044, 0.356], [2.994, -1.379, -1.208], [3.915, -0.416, -1.775], [3.863, -0.311, -3.227], [-3.347, 0.794, 1.224], [-2.679, 1.365, 2.665], [-3.025, -0.403, 2.418], [-1.457, -1.301, 0.424], [-0.494, -1.442, 1.901], [0.019, -0.238, -0.896], [0.545, -1.687, -0.290], [1.804, 0.645, 0.086], [2.604, -1.882, 1.040], [3.651, -0.484, 0.575], [2.156, -1.353, -1.904], [3.515, -2.336, -1.203], [4.249, 0.641, -3.591], [2.843, -0.417, -3.597], [4.451, -1.046, -3.778], [7.795, 6.531, -0.523], [7.923, 5.358, -1.097], [6.833, 4.609, -0.850], [8.850, 5.067, -1.768], [8.643, 7.067, -0.406], [6.951, 6.806, -0.042], [6.019, 5.046, -0.440], [6.774, 3.709, -1.305], [1.153, 6.604, 0.498], [0.805, 5.349, 0.364], [0.144, 4.921, 1.433], [1.118, 4.637, -0.573], [1.301, 7.069, -0.386], [0.640, 7.022, 1.261], [-0.491, 4.136, 1.397], [-0.168, 5.724, 1.959], [4.938, 7.927, -5.987], [3.985, 7.422, -5.189], [3.693, 6.167, -5.335], [3.480, 8.082, -4.246], [5.173, 7.443, -6.842], [5.204, 8.901, -5.974], [3.240, 5.738, -4.541], [4.297, 5.654, -5.962], [1.469, 0.109, 5.946], [1.194, 1.051, 6.789], [0.677, 2.102, 6.281], [1.312, 0.832, 7.998], [1.852, -0.741, 6.334], [1.368, 0.268, 4.954], [0.720, 2.177, 5.275], [0.186, 2.767, 6.862], [11.368, -1.528, -4.241], [12.698, -1.481, -3.878], [10.758, -1.043, -3.478], [11.209, -1.068, -5.216], [11.009, -2.555, -4.178], [12.666, -0.681, -3.349], [-2.113, 5.295, -4.521], [-3.215, 5.900, -4.093], [-1.208, 5.880, -4.359], [-2.010, 4.369, -3.954], [-2.187, 5.225, -5.606], [-4.009, 5.379, -4.233], [4.584, -6.432, -6.615], [3.519, -5.678, -6.240], [4.469, -6.716, -7.661], [5.526, -5.947, -6.356], [4.751, -7.400, -6.143], [2.724, -6.125, -6.539]],
  "lowdin_charge": [-0.10, -0.19, -0.20, -0.20, -0.05, -0.17, -0.24, -0.19, -0.11, 0.07, 0.09, 0.09, 0.12, 0.10, 0.11, 0.10, 0.08, 0.10, 0.11, 0.12, 0.10, 0.09, 0.09, 0.09, -0.12, -0.18, -0.20, -0.24, -0.07, -0.18, -0.19, -0.18, -0.10, 0.08, 0.08, 0.09, 0.12, 0.10, 0.12, 0.11, 0.10, 0.11, 0.08, 0.11, 0.12, 0.09, 0.08, 0.08, -0.09, -0.19, -0.22, -0.21, -0.06, -0.21, -0.22, -0.20, -0.07, 0.08, 0.08, 0.07, 0.10, 0.11, 0.12, 0.12, 0.10, 0.10, 0.11, 0.12, 0.12, 0.09, 0.07, 0.08, -0.13, -0.20, -0.17, -0.22, -0.05, -0.15, -0.26, -0.20, -0.12, 0.09, 0.09, 0.08, 0.12, 0.11, 0.12, 0.10, 0.09, 0.10, 0.12, 0.13, 0.13, 0.09, 0.08, 0.09, -0.09, -0.19, -0.22, -0.26, -0.08, -0.16, -0.17, -0.21, -0.09, 0.08, 0.07, 0.08, 0.11, 0.12, 0.13, 0.11, 0.11, 0.11, 0.11, 0.10, 0.11, 0.08, 0.07, 0.08, 0.15, -0.79, 0.15, 0.07, 0.12, 0.10, 0.10, 0.11, 0.16, -0.77, 0.16, 0.03, 0.13, 0.10, 0.12, 0.09, 0.15, -0.73, 0.16, -0.03, 0.10, 0.11, 0.13, 0.11, 0.16, -0.81, 0.17, 0.00, 0.12, 0.11, 0.11, 0.13, -0.21, -0.11, 0.08, 0.08, 0.08, 0.07, -0.23, -0.10, 0.08, 0.08, 0.08, 0.09, -0.23, -0.09, 0.08, 0.08, 0.07, 0.08]
}